The following is a quantum chemistry calculation of a structure of composition C49H61F8O7Zr in a non-equilibrium geometry, from the OMol25 dataset.

```
126
Properties=species:S:1:pos:R:3:lowdin_charge:R:1
Zr 4.414 -0.062 -0.263 2.21
F 0.678 -5.638 2.502 0.03
F 0.828 1.105 -2.962 0.17
F -3.217 -3.249 3.164 0.02
F 0.672 6.467 4.175 0.08
F -0.998 1.324 -1.857 0.19
F -3.440 2.047 -0.238 0.08
F -2.197 3.780 4.636 0.04
F 0.525 2.750 -1.664 0.13
O 2.316 0.685 -0.396 -0.26
O 3.972 1.037 1.871 -0.13
O -1.188 -3.109 -6.341 0.10
O -3.709 0.661 -5.565 0.06
O 4.194 0.585 -2.588 -0.10
O 0.806 -0.828 -0.797 -0.08
O 3.107 -1.442 1.432 -0.09
C -3.560 -1.685 1.359 0.00
C -3.797 -1.393 0.007 -0.10
C 3.633 1.486 2.991 -0.34
C 1.312 -7.163 -1.262 -0.06
C 2.360 -7.132 -0.350 -0.08
C -3.007 5.837 1.239 -0.06
C -1.620 1.787 5.825 0.05
C 5.009 1.848 -4.426 0.03
C 2.701 -2.322 2.191 -0.36
C 0.786 4.066 1.437 -0.12
C 0.272 4.864 2.448 0.00
C -4.915 0.330 -3.500 0.00
C 4.217 0.712 -3.789 -0.39
C -1.056 0.465 3.404 -0.12
C 2.946 5.237 1.643 -0.04
C 2.204 1.482 3.569 0.04
C -0.912 -1.299 -4.781 -0.03
C -1.220 0.409 5.759 -0.05
C -3.314 3.299 0.164 -0.32
C -0.173 -2.966 -0.953 -0.03
C -2.273 4.087 -0.235 -0.03
C 1.309 -2.424 2.747 0.03
C 0.106 -6.573 -0.963 -0.07
C -3.490 -3.037 1.807 -0.22
C -1.773 2.465 4.584 -0.23
C -1.509 1.817 3.380 -0.01
C 0.299 1.412 -1.786 -0.57
C -0.426 -1.452 -0.918 -0.26
C -0.094 -6.033 0.297 -0.04
C -4.018 1.122 -4.441 -0.42
C -3.504 2.487 -3.972 0.00
C -4.113 5.084 1.628 -0.02
C -0.463 -2.240 -5.867 -0.45
C 3.547 -0.321 -4.699 0.02
C 0.951 -1.920 -6.346 -0.02
C -3.777 -4.074 0.948 0.00
C 4.623 1.993 4.006 0.01
C 2.173 -6.577 0.863 -0.05
C -4.213 3.807 1.066 0.01
C -3.950 -2.416 -0.909 -0.09
C 0.912 0.550 -0.610 -0.27
C 0.934 -6.044 1.207 -0.25
C 1.139 5.741 3.113 -0.23
C 2.080 4.267 1.001 -0.08
C -3.980 -3.754 -0.444 -0.04
C 2.426 5.926 2.716 -0.02
C -0.980 -0.248 4.585 -0.12
C -2.088 5.389 0.278 -0.04
C 3.609 -3.518 2.500 0.03
H -3.984 -2.408 -1.989 0.10
H 2.959 0.178 -5.469 0.10
H -0.896 -0.263 -5.119 0.09
H 4.586 -3.506 2.017 0.09
H 0.444 0.859 0.325 0.16
H -1.161 5.932 0.161 0.11
H -0.728 -0.032 2.503 0.07
H -1.725 2.359 6.735 0.12
H 0.522 -3.317 -1.716 0.09
H -0.749 4.744 2.782 0.10
H 4.479 1.640 5.027 0.11
H 3.363 -7.413 -0.635 0.12
H -4.503 0.319 -2.492 0.05
H 3.158 -4.447 2.151 0.06
H -4.277 3.217 -4.215 0.10
H -1.083 -1.225 -0.079 0.11
H -0.388 -1.488 -3.844 0.06
H 0.125 3.331 1.003 0.08
H 3.910 5.508 1.238 0.11
H -1.641 2.320 2.434 0.09
H -1.549 3.681 -0.926 0.09
H -3.719 -5.117 1.222 0.12
H -1.051 -5.583 0.518 0.11
H -3.507 -0.810 1.991 0.10
H 3.032 6.680 3.198 0.13
H -5.868 0.834 -3.334 0.10
H 1.057 -2.439 -7.298 0.09
H 2.987 -6.588 1.573 0.12
H 1.289 -1.859 3.679 0.10
H 4.266 -1.049 -5.076 0.12
H 5.593 2.433 -3.716 0.10
H -0.766 -6.602 -1.599 0.12
H 4.417 2.586 -4.967 0.12
H 1.730 -2.346 -5.713 0.07
H 2.801 -0.849 -4.105 0.08
H -0.818 -1.315 4.615 0.10
H 3.782 -3.686 3.563 0.11
H -0.955 -1.204 -1.838 0.10
H -1.124 -3.486 -1.068 0.07
H -3.253 2.456 -2.912 0.05
H 1.813 2.495 3.474 0.09
H 1.001 -3.461 2.881 0.09
H 1.523 0.819 3.036 0.06
H -4.124 -4.488 -1.222 0.11
H 4.626 3.083 4.018 0.11
H -4.981 3.107 1.361 0.13
H -4.757 5.461 2.409 0.12
H -1.087 -0.105 6.699 0.11
H 5.665 1.816 3.741 0.10
H 5.606 1.455 -5.249 0.11
H -2.721 6.747 1.745 0.12
H 2.511 3.674 0.208 0.08
H 1.468 -7.485 -2.281 0.11
H 1.083 -0.845 -6.466 0.07
H -2.648 2.732 -4.600 0.09
H -5.029 -0.703 -3.827 0.09
H -1.974 -1.394 -4.556 0.08
H 0.542 -2.068 2.059 0.08
H 0.139 -3.223 0.059 0.06
H 2.281 1.224 4.625 0.11
H -3.775 -0.378 -0.363 0.08
```

Calculated values
- HOMO level: -14.81 eV
- E: -89122.118 eV
- Total charge: +3
- Kohn-Sham gap: 1.5843 eV
- LUMO: -13.2 eV

***

The following is a quantum chemistry calculation of a structure of composition C49H62BrGeI2InN3OPSe in a non-equilibrium geometry, from the OMol25 dataset.

```
122
Properties=species:S:1:pos:R:3:lowdin_charge:R:1
I -4.027 -1.245 -4.624 0.76
I -3.968 1.989 -3.119 0.80
In -1.048 0.300 -0.994 0.43
Br -2.715 2.719 0.057 0.73
Se -3.153 -0.580 0.246 0.67
Ge 1.342 0.849 -3.275 0.88
P 0.984 -2.176 1.291 1.10
O 0.057 1.494 0.339 -0.25
N 0.942 -4.658 -0.037 -0.04
N 3.100 -3.560 0.074 -0.13
N 2.162 -4.611 2.066 -0.14
C 1.279 -5.384 1.258 -0.11
C -2.055 5.189 5.066 -0.05
C 0.926 -0.036 -6.024 -0.11
C -2.472 -4.698 2.486 -0.30
C 2.669 1.292 1.102 -0.06
C -2.257 -2.274 2.362 -0.33
C -1.603 4.198 2.176 -0.09
C 2.423 1.507 3.556 -0.04
C 0.100 3.306 -2.242 -0.15
C 0.080 4.540 -1.608 -0.09
C 0.536 -0.468 -2.110 -0.39
C 1.298 2.630 -2.483 -0.31
C -4.021 -3.574 -0.782 -0.07
C -2.080 -3.482 3.034 -0.05
C 0.327 -0.091 -7.276 -0.09
C -0.135 2.457 1.206 -0.37
C 0.384 -1.762 -2.795 -0.43
C -2.280 -5.989 3.236 -0.05
C -0.924 5.649 4.135 -0.56
C 2.287 2.261 2.224 -0.51
C 1.271 5.137 -1.219 -0.08
C -1.115 1.718 -6.653 -0.11
C 2.473 4.490 -1.466 -0.10
C 2.579 -2.206 0.336 -0.29
C 0.119 -3.435 0.255 -0.25
C -3.081 -4.676 1.236 -0.04
C 0.302 5.970 4.989 -0.07
C 1.504 -2.326 -3.458 -0.13
C -0.698 0.788 -7.596 -0.10
C -0.771 -2.572 -2.803 -0.14
C 1.518 -3.392 2.597 -0.30
C 2.483 3.245 -2.085 -0.13
C 0.864 2.849 2.134 -0.07
C -0.797 -3.836 -3.373 -0.11
C -0.636 4.554 3.108 -0.18
C -1.337 3.190 1.278 -0.52
C 0.562 3.856 3.053 0.01
C -4.245 0.839 -4.870 -1.18
C 0.504 0.874 -5.053 -0.28
C -1.355 6.934 3.415 -0.05
C 3.315 3.402 2.184 -0.04
C -0.530 1.749 -5.393 -0.11
C -3.294 -3.491 0.533 -0.30
C 0.325 -4.364 -4.006 -0.12
C -2.856 -2.278 1.088 -0.52
C -1.803 -1.004 3.030 -0.10
C 1.471 -3.576 -4.056 -0.12
C 3.372 -4.292 1.304 -0.17
C 2.237 -4.311 -0.770 -0.10
H 2.636 1.761 0.119 0.08
H -3.422 -5.609 0.795 0.12
H -1.780 4.265 5.579 0.09
H -1.176 -1.230 3.893 0.08
H -1.723 -4.400 -3.357 0.10
H 0.295 -5.337 -4.479 0.09
H -3.493 1.159 -5.578 -0.08
H -0.164 -3.009 -0.708 0.07
H 2.262 2.157 4.418 0.08
H 0.386 -5.274 -0.631 0.18
H -2.567 4.690 2.152 0.10
H -3.240 -6.428 3.514 0.08
H 2.360 -3.947 -4.554 0.10
H 2.683 -5.268 -1.048 0.14
H 0.668 -0.814 -8.007 0.10
H 2.425 -1.753 -3.498 0.08
H 3.327 -1.651 0.906 0.09
H 2.000 0.439 1.059 0.03
H 0.647 -3.682 3.189 0.07
H 1.262 6.099 -0.720 0.10
H 1.337 4.123 3.758 0.09
H -3.706 -4.460 -1.337 0.08
H 3.426 1.077 3.643 0.08
H 0.331 -5.573 1.761 0.13
H -3.865 -2.687 -1.386 0.01
H 1.949 -3.751 -1.657 0.10
H -0.849 2.862 -2.527 0.03
H 3.189 4.109 3.005 0.07
H 1.749 -6.323 0.961 0.14
H 0.620 5.111 5.585 0.08
H -1.503 7.743 4.135 0.08
H 1.693 0.695 3.611 0.08
H -1.711 -5.832 4.153 0.08
H -0.778 -3.790 0.750 0.06
H -0.866 5.029 -1.410 0.10
H -5.099 -3.655 -0.622 0.09
H 1.148 6.290 4.377 0.09
H 3.434 2.750 -2.255 0.09
H 3.407 4.951 -1.169 0.10
H -2.659 -0.415 3.370 0.09
H -2.975 5.001 4.509 0.08
H -0.594 7.248 2.697 0.09
H -1.682 -2.179 -2.367 0.05
H 2.839 0.497 -3.547 0.01
H -1.752 -6.734 2.636 0.07
H -1.156 0.760 -8.577 0.10
H -5.248 1.032 -5.228 -0.04
H 2.418 -1.659 -0.597 0.08
H -2.292 6.799 2.872 0.08
H 0.063 6.780 5.680 0.08
H -2.267 5.953 5.820 0.08
H 3.692 0.947 1.295 0.09
H -1.615 -3.470 4.015 0.11
H -0.876 2.492 -4.684 0.07
H 4.031 -3.694 1.932 0.13
H -1.257 -0.355 2.345 0.03
H -1.889 2.435 -6.904 0.10
H 3.877 -5.227 1.053 0.13
H 2.219 -2.902 3.275 0.09
H 1.735 -0.723 -5.802 0.09
H 3.234 3.955 1.248 0.07
H 4.326 2.989 2.254 0.09
```

Calculated values
- HOMO level: -6.29 eV
- E: -280904.643 eV
- Kohn-Sham gap: 6.1489 eV
- LUMO: -0.1 eV

***

The following is a quantum chemistry calculation of a structure of composition C49H63IN2O3SiTi in a non-equilibrium geometry, from the OMol25 dataset.

```
120
Properties=species:S:1:pos:R:3:lowdin_charge:R:1
I 4.464 -4.688 -3.767 0.96
Ti 1.320 -0.198 -1.068 1.09
Si -0.515 -2.703 -1.466 0.65
O 0.404 -1.800 -0.281 -0.26
O 2.697 0.193 0.056 -0.07
O 0.871 1.053 -2.206 -0.17
N 2.911 -0.921 -2.341 -0.04
N 0.067 0.693 -0.014 -0.02
C -1.220 -4.380 1.489 -0.02
C -0.572 2.747 -4.263 -0.53
C 5.022 0.742 -0.132 0.04
C 5.319 -0.824 2.352 0.01
C -0.483 1.842 -0.528 -0.17
C 3.081 -1.170 3.973 -0.03
C 0.871 2.539 -4.736 -0.03
C -0.763 -0.211 3.487 -0.14
C -0.574 0.584 2.367 0.07
C -1.401 2.746 0.009 0.06
C 3.472 -0.007 -3.141 -0.11
C -5.007 -1.508 -1.850 -0.05
C 3.848 0.140 0.576 -0.24
C 3.218 -2.205 -2.523 -0.20
C -4.029 -0.536 -1.709 -0.06
C -0.018 -4.539 -1.633 -0.11
C -0.196 -2.215 2.152 -0.07
C -1.887 3.770 -0.789 -0.14
C -2.438 -0.323 5.330 -0.03
C -1.133 0.337 4.857 -0.54
C -0.683 2.879 -2.748 -0.08
C 0.088 -1.892 -3.105 -0.11
C 1.327 -4.112 1.534 -0.03
C 4.346 -1.508 4.433 -0.02
C -0.013 -3.729 2.179 -0.51
C -1.549 3.786 -2.149 0.05
C -3.349 -3.211 -1.530 -0.09
C -1.404 1.505 -4.631 -0.02
C 5.461 -1.338 3.623 -0.03
C -2.714 -0.899 -1.493 -0.08
C -1.153 3.952 -5.005 -0.04
C 2.929 -0.641 2.711 0.02
C 4.622 -1.686 -4.389 -0.08
C -2.775 4.878 -0.247 -0.55
C -0.058 1.963 -1.888 -0.21
C -0.582 -1.581 3.333 0.03
C 4.330 -0.350 -4.174 0.00
C 4.066 -2.635 -3.537 -0.68
C -0.217 0.004 1.147 -0.19
C -0.011 0.008 5.855 -0.04
C -2.349 -2.248 -1.401 -0.24
C -1.331 1.853 4.846 -0.05
C -4.663 -2.847 -1.755 -0.06
C 4.046 -0.459 1.878 -0.14
C -2.007 6.200 -0.395 -0.03
C 0.019 -4.311 3.599 -0.05
C -0.012 -1.400 1.029 -0.14
C -4.078 4.965 -1.054 -0.03
C -3.127 4.682 1.229 -0.06
H -3.664 3.750 1.389 0.09
H 3.210 1.030 -2.947 0.12
H -1.019 3.808 -6.074 0.09
H -0.946 -4.222 4.091 0.09
H 0.305 -5.037 -0.729 0.02
H -2.236 4.701 1.852 0.09
H -3.770 5.495 1.555 0.09
H 0.909 -2.420 -3.585 0.04
H -2.590 7.014 0.025 0.09
H -2.220 4.049 -4.822 0.09
H 2.779 -2.923 -1.835 0.10
H -2.455 1.677 -4.411 0.10
H -1.073 0.635 -4.066 0.06
H 2.223 -1.299 4.611 0.09
H -0.285 0.354 6.848 0.10
H 0.363 -0.837 -2.981 0.00
H 1.490 -3.632 0.574 0.05
H -4.286 0.510 -1.787 0.11
H 1.961 -0.303 2.368 0.10
H 6.189 -0.713 1.726 0.12
H -2.126 2.142 4.165 0.09
H -4.735 5.706 -0.608 0.09
H -2.007 4.542 -2.764 0.10
H -5.414 -3.612 -1.875 0.11
H 0.905 2.569 -5.823 0.09
H 5.718 -0.037 -0.446 0.11
H -0.740 -1.919 -3.811 0.07
H -3.900 5.267 -2.081 0.08
H -2.754 0.129 6.266 0.09
H -1.812 6.429 -1.438 0.08
H -0.650 4.871 -4.718 0.10
H -0.878 -5.088 -1.997 0.05
H 0.167 -1.062 5.917 0.08
H 1.372 -5.190 1.401 0.10
H 4.759 0.414 -4.804 0.13
H -4.598 4.012 -1.061 0.09
H -0.650 1.656 2.420 0.11
H -0.747 -2.201 4.193 0.10
H 6.439 -1.599 3.998 0.12
H 5.270 -1.984 -5.199 0.12
H -1.061 -5.450 1.380 0.10
H -1.956 -0.126 -1.411 0.09
H -1.748 2.623 1.019 0.09
H 0.914 0.506 5.572 0.08
H 5.568 1.402 0.540 0.12
H -1.418 -3.946 0.514 0.03
H 0.786 -3.845 4.213 0.09
H -1.056 6.157 0.130 0.09
H -2.315 -1.388 5.501 0.08
H 1.260 1.571 -4.418 0.06
H 1.519 3.325 -4.355 0.10
H -6.029 -1.225 -2.047 0.12
H 0.243 -5.373 3.536 0.10
H -3.230 -0.181 4.599 0.10
H -3.098 -4.259 -1.465 0.10
H -0.414 2.373 4.575 0.09
H 0.759 -4.670 -2.381 0.03
H -1.612 2.186 5.842 0.09
H 4.464 -1.886 5.435 0.12
H 4.704 1.305 -1.009 0.09
H 2.146 -3.824 2.191 0.09
H -1.300 1.292 -5.693 0.10
H -2.109 -4.232 2.099 0.11
```

Calculated values
- HOMO level: -12.56 eV
- E: -100043.801 eV
- Total charge: +2
- Kohn-Sham gap: 5.9897 eV
- LUMO: -6.6 eV